# C30H30BN12Rb

A molecular structure, C30H30BN12Rb (ωB97M-V with the def2-TZVPD basis set, the OMol25 dataset).

Structure (XYZ):
```
74
Properties=species:S:1:pos:R:3
Rb -0.20 1.63 0.64
C -2.75 -1.66 0.75
C -1.34 -2.05 1.04
C -0.86 -3.13 1.81
C 0.50 -3.00 1.77
N 0.80 -1.92 1.02
N -0.32 -1.33 0.57
B 2.18 -1.27 0.84
N 2.37 -0.76 -0.61
C 2.73 -1.45 -1.72
C 2.74 -0.57 -2.78
C 2.36 0.66 -2.23
C 2.17 1.98 -2.91
N 2.14 0.54 -0.93
N 2.35 -0.08 1.79
C 3.41 0.76 1.86
C 3.21 1.63 2.90
C 1.96 1.24 3.44
C 1.21 1.86 4.58
N 1.45 0.22 2.77
N 3.25 -2.33 1.21
C 3.93 -2.42 2.38
C 4.60 -3.62 2.39
C 4.25 -4.22 1.16
C 4.68 -5.55 0.62
N 3.44 -3.44 0.47
H -3.33 -2.51 0.38
H -3.25 -1.30 1.66
H -2.79 -0.87 0.01
H -1.44 -3.89 2.31
H 1.28 -3.60 2.21
H 2.96 -2.50 -1.64
H 3.00 -0.79 -3.80
H 2.93 2.14 -3.68
H 1.19 2.03 -3.39
H 2.24 2.79 -2.19
H 4.21 0.68 1.14
H 3.84 2.44 3.22
H 1.64 1.55 5.54
H 1.24 2.95 4.53
H 0.17 1.53 4.57
H 3.88 -1.63 3.11
H 5.25 -4.00 3.16
H 5.76 -5.64 0.59
H 4.30 -6.37 1.23
H 4.29 -5.67 -0.39
N -3.23 2.37 -0.40
C -4.40 1.86 -0.93
C -5.63 2.09 -0.30
C -6.80 1.59 -0.82
C -6.79 0.84 -1.99
C -5.58 0.60 -2.62
C -4.38 1.08 -2.11
C -3.10 0.75 -2.78
C -2.93 0.87 -4.16
C -1.74 0.47 -4.77
C -0.70 -0.07 -4.02
C -0.84 -0.21 -2.63
C -2.03 0.22 -2.10
H -3.32 3.11 0.28
H -2.53 2.64 -1.08
H -5.64 2.69 0.60
H -7.74 1.78 -0.30
H -7.71 0.44 -2.40
H -5.55 -0.01 -3.51
H -3.73 1.30 -4.76
H -1.62 0.59 -5.84
H 0.22 -0.39 -4.49
H -0.06 -0.65 -2.02
N 0.90 5.60 4.15
C 0.21 5.79 3.23
N -0.57 6.09 2.22
C -0.96 5.14 1.43
N -1.35 4.33 0.69
```

- total charge = -1
- 2S+1 = 2
- frontier orbital gap (alpha / beta) (eV) = 7.909 / 7.411
- highest occupied orbital energy (alpha / beta) (eV) = -5.651 / -5.651